1.
# C5H7N

C5H7N in the gas phase at a distorted geometry (ωB97M-V with the def2-TZVPD basis set, the Open Molecules 2025 dataset).

Geometry as XYZ:
```
13
Properties=species:S:1:pos:R:3:nbo_charge:R:1
C -1.921 0.053 -0.028 -0.64
C -0.440 -0.158 -0.033 0.12
C 0.371 -0.742 0.907 -0.31
C 1.718 -0.501 0.514 -0.30
C 1.684 0.344 -0.561 -0.08
N 0.374 0.535 -0.895 -0.51
H -2.108 1.116 -0.233 0.21
H -2.439 -0.502 -0.808 0.22
H -2.339 -0.081 0.966 0.23
H -0.009 -1.137 1.836 0.22
H 2.611 -0.876 0.986 0.22
H 2.504 0.897 -0.986 0.21
H -0.005 1.053 -1.665 0.41
```

Maximum force   0.020 hartree/bohr
Molecular weight   81.1 g/mol
HOMO-LUMO gap   9.04 eV
LUMO level   1.05 eV

2.
# C5H7N

C5H7N in the gas phase at a distorted geometry (ωB97M-V with the def2-TZVPD basis set, the Open Molecules 2025 dataset).

Geometry as XYZ:
```
13
Properties=species:S:1:pos:R:3:nbo_charge:R:1
C -1.780 -0.550 0.480 -0.62
C -0.437 -0.123 -0.024 -0.11
C 0.571 -0.970 -0.546 -0.26
C 1.726 -0.209 -0.712 -0.17
N 1.375 1.078 -0.348 -0.48
C 0.111 1.140 0.094 -0.06
H -1.750 -1.606 0.765 0.21
H -2.049 0.023 1.374 0.22
H -2.576 -0.420 -0.259 0.21
H 0.436 -2.032 -0.742 0.22
H 2.629 -0.216 -0.113 0.22
H 2.026 1.836 -0.495 0.41
H -0.281 2.050 0.527 0.21
```

Maximum force   0.051 hartree/bohr
Molecular weight   81.1 g/mol
HOMO-LUMO gap   9.12 eV
LUMO level   1.06 eV

3.
# C5H7N

C5H7N in the gas phase at a distorted geometry (ωB97M-V with the def2-TZVPD basis set, the Open Molecules 2025 dataset).

Geometry as XYZ:
```
13
Properties=species:S:1:pos:R:3:nbo_charge:R:1
C 1.834 0.063 0.253 -0.65
C 0.343 0.161 0.080 0.04
C -0.597 -0.969 -0.129 -0.32
N -1.827 -0.253 -0.513 -0.54
C -1.843 1.038 -0.198 0.02
C -0.416 1.282 0.092 -0.32
H 2.172 0.786 1.002 0.23
H 2.170 -0.932 0.558 0.22
H 2.353 0.310 -0.684 0.23
H -0.288 -1.887 -0.651 0.22
H -2.642 -0.812 -0.714 0.40
H -1.153 -1.191 0.798 0.26
H -0.035 2.275 0.310 0.21
```

Maximum force   0.042 hartree/bohr
Molecular weight   81.1 g/mol
HOMO-LUMO gap   8.81 eV
LUMO level   0.75 eV

4.
# C5H7N

2 unconnected molecules or ions with the total composition C5H7N at a distorted geometry (ωB97M-V with the def2-TZVPD basis set, the Open Molecules 2025 dataset).

Geometry as XYZ:
```
13
Properties=species:S:1:pos:R:3:nbo_charge:R:1
C 0.871 -1.784 -1.485 -0.24
C 1.443 -2.116 -0.498 -0.22
C -0.066 0.926 0.959 0.19
C 0.327 2.202 0.401 -0.69
C -1.584 -0.954 0.398 -0.30
N -0.856 0.097 0.541 -0.29
H 0.242 -1.209 -2.079 0.23
H -0.482 2.846 0.922 0.26
H 1.353 2.564 0.934 0.23
H 0.432 2.196 -0.626 0.21
H -2.641 -0.766 0.414 0.19
H 2.156 -2.155 0.248 0.23
H -1.195 -1.846 -0.130 0.21
```

Maximum force   0.100 hartree/bohr
Molecular weight   81.1 g/mol
HOMO-LUMO gap   8.27 eV
LUMO level   0.79 eV

5.
# C5H7N

C5H7N in the gas phase (ωB97M-V with the def2-TZVPD basis set, the Open Molecules 2025 dataset).

Geometry as XYZ:
```
13
Properties=species:S:1:pos:R:3:nbo_charge:R:1
C -1.521 -1.194 0.294 -0.63
C -0.352 -0.284 0.044 -0.09
C 1.032 -0.631 0.055 -0.31
C 1.756 0.513 -0.171 -0.07
N 0.868 1.540 -0.335 -0.50
C -0.412 1.067 -0.206 -0.09
H -2.298 -0.673 0.865 0.21
H -1.981 -1.562 -0.631 0.21
H -1.215 -2.070 0.877 0.21
H 1.440 -1.622 0.210 0.22
H 2.823 0.684 -0.219 0.21
H 1.118 2.504 -0.474 0.41
H -1.260 1.729 -0.308 0.21
```

Maximum force   0.004 hartree/bohr
Molecular weight   81.1 g/mol
HOMO-LUMO gap   9.20 eV
LUMO level   1.09 eV

6.
# C5H7N

C5H7N in the gas phase at a distorted geometry (ωB97M-V with the def2-TZVPD basis set, the Open Molecules 2025 dataset).

Geometry as XYZ:
```
13
Properties=species:S:1:pos:R:3:nbo_charge:R:1
C -0.748 0.644 -0.985 -0.42
C 0.323 -0.395 -0.898 -0.24
C -0.973 -0.435 -0.004 -0.23
C -0.033 -0.313 1.231 -0.10
N 1.020 0.795 1.211 -0.56
C 1.157 -0.368 0.392 -0.09
H -1.326 0.482 -1.893 0.23
H -0.672 1.685 -0.690 0.19
H 0.736 -0.852 -1.797 0.23
H -1.938 -0.957 0.049 0.23
H -0.251 -0.867 2.145 0.21
H 0.717 1.621 0.693 0.35
H 1.987 -1.041 0.545 0.20
```

Maximum force   0.027 hartree/bohr
Molecular weight   81.1 g/mol
HOMO-LUMO gap   9.81 eV
LUMO level   1.18 eV

7.
# C5H7N

A molecular structure, C5H7N at a distorted geometry (ωB97M-V with the def2-TZVPD basis set, the Open Molecules 2025 dataset).

Geometry as XYZ:
```
13
Properties=species:S:1:pos:R:3:nbo_charge:R:1
C 0.376 -0.661 1.351 -0.04
C 1.595 -0.485 0.497 -0.43
C 0.532 0.581 0.388 -0.20
C -0.591 -0.041 -0.260 0.10
C -1.490 0.389 -1.449 -0.64
N -0.735 -1.141 0.456 -0.31
H 0.365 -0.537 2.380 0.21
H 2.287 0.027 1.169 0.22
H 1.774 -1.238 -0.223 0.24
H 0.794 1.574 0.685 0.22
H -1.134 -0.131 -2.311 0.21
H -1.283 1.478 -1.508 0.21
H -2.491 0.185 -1.174 0.22
```

Maximum force   0.161 hartree/bohr
Molecular weight   81.1 g/mol
HOMO-LUMO gap (alpha / beta)   6.36 / 8.38 eV
LUMO level (alpha / beta)   1.10 / -1.59 eV
2S+1   3

8.
# C5H7N

C5H7N in the gas phase at a distorted geometry (ωB97M-V with the def2-TZVPD basis set, the Open Molecules 2025 dataset).

Geometry as XYZ:
```
13
Properties=species:S:1:pos:R:3:nbo_charge:R:1
C -0.299 1.437 1.935 0.30
C 1.006 -1.503 0.649 -0.32
C -1.272 -0.506 0.998 -0.30
C 0.169 -0.458 0.591 0.04
C 0.570 0.808 -0.329 -0.68
N -1.155 0.681 1.759 -0.50
H 1.984 -1.387 0.329 0.17
H 0.759 -2.382 1.170 0.16
H -1.861 -0.364 0.133 0.22
H -1.579 -1.404 1.540 0.22
H 1.681 0.742 -0.481 0.22
H 0.303 1.723 0.235 0.24
H 0.132 0.457 -1.275 0.22
```

Maximum force   0.156 hartree/bohr
Molecular weight   81.1 g/mol
HOMO-LUMO gap (alpha / beta)   6.15 / 8.95 eV
LUMO level (alpha / beta)   0.90 / -2.06 eV
2S+1   3

9.
# C5H7N2

A gas-phase ion, C5H7N2 (charge +1) at a distorted geometry (ωB97M-V with the def2-TZVPD basis set, the Open Molecules 2025 dataset).

Geometry as XYZ:
```
14
Properties=species:S:1:pos:R:3:nbo_charge:R:1
C -1.052 -1.260 0.007 -0.71
C 0.215 -0.540 0.002 0.54
N 1.538 -1.218 -0.011 -0.54
C 2.407 -0.206 0.010 0.26
C 1.810 0.955 -0.004 0.20
N 0.464 0.781 0.005 -0.35
C -0.535 1.816 -0.002 -0.42
H -1.535 -1.219 -0.974 0.28
H -1.748 -0.854 0.742 0.28
H -0.875 -2.305 0.251 0.27
H 1.681 -2.219 -0.013 0.46
H -1.009 1.897 0.979 0.24
H -0.062 2.765 -0.241 0.26
H -1.299 1.606 -0.751 0.24
```

Maximum force   0.075 hartree/bohr
Molecular weight   95.1 g/mol
Charge   +1
HOMO-LUMO gap (alpha / beta)   7.36 / 7.33 eV
LUMO level (alpha / beta)   -7.20 / -7.25 eV

10.
# C5H7N2

2 unconnected molecules or ions with the total composition C5H7N2 at a distorted geometry (ωB97M-V with the def2-TZVPD basis set, the Open Molecules 2025 dataset).

Geometry as XYZ:
```
14
Properties=species:S:1:pos:R:3:nbo_charge:R:1
C 1.213 -0.166 0.673 -0.35
C 0.928 0.943 -0.173 0.07
C 2.482 -0.541 0.937 0.68
C -0.150 -0.629 1.120 -0.39
C -0.188 0.107 -0.276 0.02
N 3.534 -1.047 1.080 -0.44
N -2.461 1.054 -1.595 -1.10
H -0.431 -1.811 1.176 0.26
H -0.573 -0.056 1.964 0.27
H -0.531 -0.525 -1.190 0.31
H 4.513 -1.050 1.388 0.50
H -3.026 1.317 -0.766 0.38
H -3.121 0.454 -2.157 0.39
H -2.190 1.951 -2.181 0.40
```

Maximum force   0.088 hartree/bohr
Molecular weight   95.1 g/mol
Charge   +1
HOMO-LUMO gap   7.92 eV
LUMO level   -5.81 eV

11.
# C5H7N2

A gas-phase ion, C5H7N2 (charge +1) at a distorted geometry (ωB97M-V with the def2-TZVPD basis set, the Open Molecules 2025 dataset).

Geometry as XYZ:
```
14
Properties=species:S:1:pos:R:3:nbo_charge:R:1
C -0.543 1.510 0.899 0.26
C 0.809 -0.199 0.010 0.34
C 3.262 0.007 0.084 -0.07
C -0.568 0.185 0.303 -0.11
C -1.493 -0.909 0.343 -0.61
N 1.991 0.007 0.155 -0.24
N -0.962 1.335 -0.571 -0.68
H 3.695 0.520 -0.756 0.23
H 3.853 -0.232 0.876 0.23
H -2.425 -0.451 0.300 0.23
H -1.391 -1.211 1.445 0.26
H -1.371 -1.704 -0.386 0.27
H -0.436 1.675 -1.439 0.44
H -1.892 1.616 -0.934 0.46
```

Maximum force   0.071 hartree/bohr
Molecular weight   95.1 g/mol
Charge   +1
HOMO-LUMO gap (alpha / beta)   6.56 / 8.08 eV
LUMO level (alpha / beta)   -6.24 / -5.34 eV

12.
# C5H7N2

A gas-phase ion, C5H7N2 (charge +1) at a distorted geometry (ωB97M-V with the def2-TZVPD basis set, the Open Molecules 2025 dataset).

Geometry as XYZ:
```
14
Properties=species:S:1:pos:R:3:nbo_charge:R:1
C -0.510 -0.261 -1.928 0.15
C 0.568 -1.225 -0.016 0.33
C 0.577 0.562 -0.047 0.32
C -0.506 -0.920 1.145 -0.39
C -0.313 0.628 1.166 -0.46
N 1.629 -0.430 0.036 -0.52
N -0.018 0.764 -1.327 -0.54
H -1.085 -0.324 -2.770 0.21
H -1.475 -1.254 0.868 0.26
H -0.215 -1.291 2.040 0.25
H 0.253 1.109 1.970 0.26
H -1.177 1.285 1.042 0.26
H 2.487 -0.486 -0.486 0.45
H -0.215 1.843 -1.692 0.43
```

Maximum force   0.124 hartree/bohr
Molecular weight   95.1 g/mol
Charge   +1
HOMO-LUMO gap   8.07 eV
LUMO level   -5.62 eV

13.
# C5H7N2

A molecular structure, C5H7N2 at a distorted geometry (ωB97M-V with the def2-TZVPD basis set, the Open Molecules 2025 dataset).

Geometry as XYZ:
```
14
Properties=species:S:1:pos:R:3:nbo_charge:R:1
C 1.479 -0.788 0.092 0.57
C 2.154 0.255 -0.462 -0.34
C -0.295 0.969 0.928 -0.32
C -0.506 -0.302 0.221 0.23
C -1.737 -0.800 -0.444 -0.64
N 0.492 -1.324 0.528 -0.30
N 0.254 0.895 -0.368 -0.14
H 2.771 0.918 0.130 0.30
H 2.348 0.244 -1.530 0.30
H -1.151 1.647 0.935 0.30
H 0.317 1.072 1.817 0.27
H -2.276 -1.466 0.227 0.27
H -1.482 -1.359 -1.342 0.25
H -2.369 0.039 -0.732 0.25
```

Maximum force   0.063 hartree/bohr
Molecular weight   95.1 g/mol
Charge   +1
HOMO-LUMO gap (alpha / beta)   8.55 / 8.55 eV
LUMO level (alpha / beta)   -6.80 / -6.80 eV

14.
# C5H7N2

A gas-phase ion, C5H7N2 (charge +1) at a distorted geometry (ωB97M-V with the def2-TZVPD basis set, the Open Molecules 2025 dataset).

Geometry as XYZ:
```
14
Properties=species:S:1:pos:R:3:nbo_charge:R:1
C -0.407 -2.055 -0.186 -0.23
C 0.889 -1.778 -0.454 -0.02
C 0.298 0.506 -0.064 0.52
C -0.057 2.915 0.273 0.07
C -1.260 -0.875 0.191 -0.25
N 0.172 1.651 0.494 -0.40
N 1.219 -0.424 -0.291 -0.53
H -0.923 -2.978 -0.253 0.26
H 1.510 -2.632 -0.636 0.27
H -0.221 3.477 1.138 0.21
H 0.002 3.472 -0.619 0.21
H -2.123 -0.618 -0.412 0.24
H -1.257 -0.614 1.146 0.21
H 2.158 -0.047 -0.326 0.44
```

Maximum force   0.113 hartree/bohr
Molecular weight   95.1 g/mol
Charge   +1
HOMO-LUMO gap   8.71 eV
LUMO level   -4.99 eV

15.
# C5H7N2O

A gas-phase ion, C5H7N2O (charge -1) at a distorted geometry (ωB97M-V with the def2-TZVPD basis set, the Open Molecules 2025 dataset).

Geometry as XYZ:
```
15
Properties=species:S:1:pos:R:3:nbo_charge:R:1
C -2.751 -0.719 0.686 -0.07
N -2.651 -0.442 -0.519 -0.43
C -1.624 0.456 -0.940 -0.10
N -0.401 0.426 0.191 -0.57
C 0.736 0.154 -0.210 0.11
C 1.914 0.131 0.561 -0.58
C 3.235 -0.088 0.201 0.35
O 3.774 -0.560 -0.811 -0.72
H -3.569 -1.364 0.979 0.14
H -2.016 -0.405 1.352 0.19
H -1.329 0.228 -1.998 0.17
H -2.024 1.534 -0.833 0.18
H 0.906 0.065 -1.395 0.11
H 1.840 0.276 1.670 0.18
H 3.962 0.307 1.065 0.03
```

Maximum force   0.114 hartree/bohr
Molecular weight   111.1 g/mol
Charge   -1
HOMO-LUMO gap   6.81 eV
LUMO level   3.87 eV

16.
# C5H7N2O

A gas-phase ion, C5H7N2O (charge +1) at a distorted geometry (ωB97M-V with the def2-TZVPD basis set, the Open Molecules 2025 dataset).

Geometry as XYZ:
```
15
Properties=species:S:1:pos:R:3:nbo_charge:R:1
C 2.215 -1.494 -0.192 -0.45
N 1.232 -1.107 0.710 -0.47
C 0.228 -0.299 0.433 0.41
N -0.685 0.089 1.280 -0.56
C -1.649 0.904 0.749 0.16
C -2.273 1.550 -0.084 -0.05
C -2.437 2.256 -1.305 0.36
O -1.428 2.315 -1.916 -0.44
H 1.958 -1.338 -1.332 0.25
H 3.220 -0.988 -0.080 0.25
H 2.325 -2.642 0.077 0.24
H 1.242 -1.580 1.594 0.42
H 0.398 -0.052 -0.616 0.26
H -0.946 -0.399 2.170 0.46
H -3.401 2.785 -1.487 0.17
```

Maximum force   0.095 hartree/bohr
Molecular weight   111.1 g/mol
Charge   +1
HOMO-LUMO gap   9.44 eV
LUMO level   -4.48 eV

For reference, relative energy (zero: lowest compared OMol25 entry of this formula, charge and spin) by record: 5.65; 32.27; 65.87; 133.87; 1.91; 88.81; 41.43; 76.44; 154.15; 181.52; 210.05; 201.86; 158.23; 109.15; 0.00; 74.50 kcal per mole.